(1)
{
  "formula": "C12H33LiN4O6",
  "method": "ωB97M-V/def2-TZVPD",
  "species": ["Li", "N", "O", "O", "O", "C", "C", "C", "O", "C", "N", "H", "H", "H", "H", "H", "H", "H", "H", "H", "H", "H", "C", "C", "C", "O", "C", "N", "H", "H", "H", "H", "H", "H", "H", "H", "H", "H", "H", "C", "C", "C", "O", "C", "N", "H", "H", "H", "H", "H", "H", "H", "H", "H", "H", "H"],
  "positions_angstrom": [[-23.520, -18.208, -1.851], [-21.120, -19.962, -2.824], [-21.884, -19.537, -1.943], [-21.273, -19.599, -3.988], [-20.132, -20.637, -2.546], [-20.649, -17.115, 0.285], [-21.473, -15.947, -0.362], [-20.649, -14.692, -0.670], [-21.620, -13.752, -1.159], [-21.084, -12.443, -1.326], [-22.058, -16.508, -1.546], [-20.176, -17.115, 1.266], [-19.809, -17.426, -0.336], [-21.278, -17.999, 0.384], [-22.317, -15.697, 0.281], [-19.926, -14.768, -1.482], [-20.036, -14.440, 0.195], [-20.139, -12.520, -1.864], [-20.894, -11.897, -0.402], [-21.680, -11.851, -2.020], [-21.334, -16.623, -2.240], [-22.450, -15.651, -1.910], [-24.372, -21.143, -3.801], [-24.831, -19.842, -4.415], [-26.321, -19.598, -3.907], [-26.862, -18.424, -4.482], [-28.174, -18.065, -4.075], [-23.897, -18.829, -3.987], [-23.348, -21.323, -4.128], [-25.011, -21.990, -4.052], [-24.246, -21.156, -2.719], [-24.786, -19.846, -5.504], [-26.298, -19.482, -2.823], [-27.067, -20.361, -4.130], [-28.787, -18.942, -4.282], [-28.554, -17.231, -4.665], [-28.270, -17.788, -3.026], [-22.969, -19.188, -4.163], [-24.071, -18.047, -4.602], [-27.058, -16.289, -0.385], [-25.608, -16.870, -0.580], [-25.687, -18.391, -0.095], [-24.388, -18.874, -0.157], [-24.160, -20.111, 0.509], [-25.232, -16.771, -2.017], [-26.999, -15.235, -0.655], [-27.386, -16.488, 0.635], [-27.695, -16.762, -1.132], [-24.872, -16.305, -0.008], [-26.278, -19.010, -0.770], [-26.153, -18.446, 0.889], [-23.278, -19.891, 1.112], [-23.867, -20.891, -0.194], [-24.917, -20.484, 1.199], [-24.977, -15.799, -2.115], [-25.927, -16.996, -2.714]],
  "lowdin_charge": [0.595, -0.619, -0.118, -0.052, 0.002, -0.041, -0.404, -0.180, -0.203, -0.104, 0.016, 0.070, 0.082, 0.059, 0.135, 0.128, 0.128, 0.081, 0.088, 0.086, 0.095, 0.064, -0.058, -0.393, -0.169, -0.215, -0.098, 0.007, 0.082, 0.083, 0.071, 0.142, 0.096, 0.122, 0.087, 0.092, 0.063, 0.014, 0.086, -0.047, -0.348, -0.200, -0.261, -0.066, 0.019, 0.076, 0.075, 0.054, 0.132, 0.114, 0.124, 0.093, 0.086, 0.095, 0.078, 0.057],
  "e_above_lowest_kj_mol": 147.8,
  "lumo_energy_ev": 0.29,
  "homo_energy_ev": -8.1
}



(2)
{
  "formula": "C20H27NO3",
  "method": "ωB97M-V/def2-TZVPD",
  "species": ["C", "H", "H", "H", "C", "O", "H", "C", "N", "H", "C", "C", "H", "C", "C", "O", "C", "C", "C", "C", "C", "C", "H", "H", "O", "C", "C", "C", "C", "C", "C", "C", "H", "H", "H", "H", "H", "H", "H", "H", "H", "H", "H", "H", "H", "H", "H", "H", "H", "H", "H"],
  "positions_angstrom": [[-8.575, -1.018, 1.014], [-8.938, -1.086, -0.008], [-8.993, -1.844, 1.584], [-8.902, -0.079, 1.452], [-7.054, -1.111, 1.028], [-6.670, -2.362, 0.508], [-5.765, -2.259, 0.183], [-6.410, 0.011, 0.206], [-4.975, -0.211, 0.157], [-4.590, -0.139, 1.096], [-4.270, 0.705, -0.721], [-2.770, 0.434, -0.678], [-2.391, 0.626, 0.327], [-2.007, 1.314, -1.665], [-0.500, 1.100, -1.563], [-0.083, 1.549, -0.291], [1.242, 1.475, 0.028], [2.241, 0.985, -0.799], [3.562, 0.960, -0.374], [3.904, 1.426, 0.886], [2.897, 1.914, 1.721], [1.589, 1.938, 1.300], [0.808, 2.316, 1.940], [3.170, 2.273, 2.701], [5.170, 1.455, 1.403], [6.241, 1.035, 0.590], [6.247, -0.442, 0.276], [6.888, -0.910, -0.864], [6.913, -2.264, -1.147], [6.291, -3.162, -0.296], [5.650, -2.701, 0.841], [5.632, -1.348, 1.129], [5.134, -0.986, 2.016], [5.164, -3.397, 1.509], [6.306, -4.218, -0.520], [7.415, -2.617, -2.035], [7.369, -0.209, -1.532], [6.271, 1.620, -0.341], [7.135, 1.283, 1.174], [4.308, 0.561, -1.043], [2.015, 0.611, -1.786], [0.012, 1.670, -2.351], [-0.262, 0.034, -1.687], [-2.221, 2.364, -1.456], [-2.324, 1.094, -2.686], [-2.596, -0.619, -0.909], [-4.646, 0.540, -1.736], [-4.462, 1.762, -0.462], [-6.788, -0.039, -0.820], [-6.685, 0.993, 0.627], [-6.697, -1.028, 2.072]],
  "lowdin_charge": [-0.050, 0.081, 0.078, 0.077, -0.459, -0.042, 0.076, -0.203, -0.090, 0.123, -0.250, -0.198, 0.114, -0.177, -0.219, -0.055, -0.271, -0.011, -0.006, -0.277, 0.002, 0.000, 0.118, 0.119, -0.054, -0.155, -0.225, -0.050, -0.086, -0.093, -0.075, -0.028, 0.121, 0.103, 0.100, 0.101, 0.113, 0.133, 0.140, 0.110, 0.105, 0.129, 0.132, 0.120, 0.119, 0.120, 0.123, 0.123, 0.129, 0.126, 0.139],
  "e_above_lowest_kj_mol": 43.7,
  "lumo_energy_ev": 0.80,
  "homo_energy_ev": -8.0,
  "smiles": "C[C@@H](O)CNCCCCOc1ccc(OCc2ccccc2)cc1"
}